No. 1
Below is a cluster of 10 separate species, C48H106O36P6 in total, with properties calculated with wB97M-V/def2-TZVPD.

```
! wB97M-V def2-TZVPD RIJCOSX def2/J DEFGRID3
* xyz 0 1
H -5.953 -2.396 -3.444
H 4.874 -7.442 -1.716
O 7.701 -1.082 0.609
H 3.057 -7.608 -2.179
H -12.036 -1.421 0.642
C 3.663 -2.421 8.858
C 2.698 1.614 7.666
C 4.348 0.588 1.414
H -3.847 2.660 -6.746
C -5.366 0.369 -1.727
H -11.303 -2.491 -0.625
C 0.830 -1.885 0.774
H -12.557 -1.358 -1.020
H 7.614 3.307 3.288
O -1.660 0.490 0.469
O 1.380 -5.255 1.487
H 0.795 -2.618 1.580
C 3.283 -7.213 -0.188
H 0.544 3.709 3.947
H -3.507 4.343 -5.303
H 2.233 1.042 -5.588
H -5.273 0.530 -2.801
H 0.316 5.517 3.996
H 3.223 -2.962 9.696
C -0.042 1.923 -0.316
O 3.600 -1.853 5.697
O -2.671 3.056 -3.790
H -9.734 0.732 -6.678
H 3.614 0.874 3.433
H -0.147 -2.435 -6.370
P 6.821 0.053 0.843
H 4.404 -0.709 9.768
H 4.029 -7.161 0.605
H 0.561 -4.533 -2.249
H 3.103 -4.269 3.465
H 1.830 1.805 7.035
H -4.020 2.501 3.167
C 7.586 2.302 3.710
C 1.339 5.219 -2.242
C -1.241 0.928 -0.787
H 2.457 -7.842 0.146
C 3.286 0.441 2.487
O -2.629 1.580 -5.350
C 5.285 -3.500 3.358
H -8.441 1.812 -5.100
H 3.762 6.240 -4.901
H 4.983 3.377 -4.799
H -3.626 0.967 2.341
H 3.445 -0.073 -4.792
O -10.128 -0.665 -2.007
H 3.920 0.318 0.449
H 1.426 1.595 -3.387
O 3.251 2.209 -3.555
H -0.292 2.919 -0.680
C -4.065 -3.555 -3.232
O 4.477 4.389 -2.991
O -2.779 -2.996 -2.805
C 6.986 2.529 -1.574
H 1.678 -1.961 -1.065
H 2.198 5.709 -1.784
H 3.068 -0.612 2.668
O -0.798 0.384 2.569
C -3.822 2.269 -5.729
C -8.483 0.723 -5.138
H -0.766 -1.007 -5.575
C -10.587 -0.445 -0.685
O 3.056 3.181 -1.084
C -4.341 1.474 2.989
O 0.006 1.886 1.082
H 4.070 -3.219 8.238
H -1.357 3.744 2.650
O -5.693 1.393 2.544
C -11.681 -1.497 -0.386
C -4.202 0.675 4.243
O -7.553 0.304 3.148
H -4.812 -0.522 -1.432
H 5.792 4.727 -4.427
H -4.676 1.681 -5.392
O -9.414 1.828 -2.310
H -7.542 0.294 -4.793
O 4.018 -4.605 1.581
C 4.776 4.343 -4.340
H -2.288 -2.695 -7.548
O 5.544 -0.136 1.775
H -7.220 -0.431 -0.409
H 5.746 -2.593 2.965
O -9.317 0.159 -4.268
O -5.578 0.260 4.360
C 8.153 1.167 2.754
H 3.941 -8.854 -1.417
H -0.894 -5.194 -1.560
C -6.387 0.563 3.337
C 2.420 1.152 -3.456
H -7.967 0.447 -7.260
H -3.744 1.094 5.139
C -0.894 -0.857 5.609
P -1.409 -3.148 -3.639
O 1.901 4.262 -3.063
H 1.675 -0.422 -4.670
H 2.830 4.808 -5.506
C -1.978 -1.728 -7.151
C 1.478 -2.689 -0.279
C 6.945 1.038 -1.592
H 2.490 0.446 -2.629
H 7.247 2.746 -2.610
O 2.636 -3.380 0.058
O 1.366 -0.652 6.280
H 4.551 1.648 1.261
H -0.852 0.090 -1.365
H -4.959 -2.619 -4.849
H 5.962 -4.306 3.072
H -3.643 -0.209 3.938
H 4.258 2.990 6.984
H 7.795 0.220 3.159
H 2.335 1.275 8.637
H 4.322 5.210 -6.169
O -7.648 -0.125 -2.328
H -1.861 5.372 3.388
H 5.093 -1.181 8.366
H 1.352 -0.997 1.132
O -1.750 -2.877 -5.208
C -1.985 2.055 -4.222
H 5.304 -3.336 4.435
H 3.118 3.774 7.983
H -1.091 -0.898 6.680
O -0.393 4.450 5.574
C -1.569 3.775 5.632
H 7.961 0.647 -1.659
O -0.946 1.654 -3.566
C 0.273 -6.479 -2.767
H -0.861 0.184 5.287
P 3.167 3.448 -2.517
H 6.555 1.948 3.701
C -4.916 -2.488 -3.768
O -1.867 3.160 6.623
H 0.484 -7.017 -1.843
C -6.860 0.269 -1.162
H -2.090 1.258 -1.387
H 7.656 2.841 -0.773
H -4.558 -4.106 -2.431
O -2.226 3.828 4.479
C -1.059 -1.966 -6.001
O 6.239 0.710 -0.495
H 6.256 0.806 -2.404
H -4.893 1.183 -1.177
C -0.089 4.540 4.258
H 2.490 1.104 2.150
H -4.575 3.541 -4.118
P -9.125 0.400 -2.691
C 3.862 -3.875 2.789
C -1.385 4.400 3.520
H 5.684 -2.121 9.707
C -3.682 3.430 -4.733
H 9.225 1.197 2.554
H -0.470 -7.023 -3.351
C 4.797 -1.621 9.319
H 7.994 2.361 4.719
H -11.025 0.549 -0.597
H -9.790 -0.531 0.053
O 3.052 -5.849 -0.562
H -0.177 -1.641 0.433
H -1.396 -1.223 -7.922
H 0.793 4.758 -1.419
H -2.906 -1.169 -7.035
H 4.213 2.706 8.751
O -0.336 -2.300 -3.072
H -1.746 -1.321 5.113
H 6.006 2.974 -1.403
H -3.890 -4.291 -4.016
O -1.114 -4.707 -3.632
O 2.642 -1.629 8.127
H -8.682 -0.850 -6.537
C 3.805 5.196 -5.210
P 2.898 -0.982 6.664
H 0.961 -1.272 4.317
H 1.221 -6.413 -3.302
C 3.615 2.813 7.846
H -7.151 1.311 -1.027
H 0.522 -2.424 5.682
C -0.822 0.917 1.479
P 2.629 -4.839 0.706
C 3.865 -7.768 -1.465
H 0.967 6.604 -3.782
H -4.543 -1.482 -3.578
C -8.772 0.236 -6.556
C 0.386 6.118 -2.997
H 0.108 6.912 -2.304
C -0.322 -5.126 -2.486
H 3.429 -2.908 2.532
C 2.440 0.347 -4.774
H 0.854 1.722 -0.902
O 7.521 1.372 1.453
C 0.563 -1.395 5.325
H -0.501 5.713 -3.484
H 0.777 -3.465 -0.587
O 3.486 0.512 7.024
*
```

* ΔE to the lowest compared entry with this formula, charge and spin: 3.280 eV
* SMILES: CCOP(=O)(OCC)OCC.CCOP(=O)(OCC)OCC.CCOP(=O)(OCC)OCC.CCOP(=O)(OCC)OCC.CCOP(=O)(OCC)OCC.CCOP(=O)(OCC)OCC.O=C1OCCO1.O=C1OCCO1.O=C1OCCO1.O=C1OCCO1
* HOMO-LUMO gap: 9.9 eV

Here are the Löwdin charges for atoms 1 to 6, given in e: 0.080, 0.087, -0.208, 0.062, 0.077, -0.269



No. 2
Below is a structure of composition C3H9N3O2, with properties calculated with wB97M-V/def2-TZVPD.

```
! wB97M-V def2-TZVPD RIJCOSX def2/J DEFGRID3
* xyz 0 1
H 3.117 1.700 0.357
O 1.728 -1.096 -1.181
H -1.480 -1.130 -1.513
C 1.075 -0.433 -0.198
H -2.063 1.320 -0.148
C -1.445 1.553 0.729
N 1.521 0.688 0.314
O 2.928 0.797 0.080
H 2.606 -0.686 -1.250
C -0.919 -1.683 -0.753
H -1.609 -2.274 -0.144
H -1.407 -0.268 1.618
H -0.750 2.343 0.453
H -2.118 1.936 1.506
N -0.741 0.427 1.287
N -0.170 -0.789 0.099
H -0.274 -2.406 -1.257
*
```

* ΔE to the lowest compared entry with this formula, charge and spin: 6.301 eV
* HOMO-LUMO gap: 8.4 eV

Here are the Löwdin charges for atoms 1 to 6, given in e: 0.083, 0.089, 0.080, -0.506, 0.075, -0.157



No. 3
Below is a structure of composition C28H24BrNO7Pt, with properties calculated with wB97M-V/def2-TZVPD.

```
! wB97M-V def2-TZVPD RIJCOSX def2/J DEFGRID3
* xyz 0 5
C -0.867 0.078 -2.509
C 1.759 2.538 -1.677
O 5.971 0.447 4.351
H 2.669 2.451 -5.848
H 2.925 -0.414 -2.307
H -0.481 -1.424 2.338
O 3.514 -0.592 0.396
H -1.722 -1.619 0.084
C 2.282 2.435 -3.978
H 1.228 -4.514 1.213
H -5.697 -0.519 3.367
C -2.379 0.572 1.697
H -1.722 1.037 3.688
H -3.267 3.062 -3.054
C 1.807 3.169 -2.904
C -1.218 0.887 -1.422
C 0.272 -4.366 0.709
H 3.110 0.530 -4.590
C 2.608 0.601 -2.513
C -0.137 -2.903 0.798
C -2.096 1.965 -1.639
H -0.409 1.417 1.862
C -4.621 -0.312 1.520
C -2.600 2.223 -2.902
C 5.088 0.325 3.555
C 3.849 -0.192 1.517
Br 1.155 3.533 -0.188
O 3.101 1.097 4.777
H 1.492 4.194 -3.029
C -4.769 -0.212 2.901
H -1.131 -0.322 -4.592
O 2.314 3.050 -5.180
H -5.432 -0.694 0.915
H -1.248 -2.898 -1.048
C 2.920 0.422 2.463
C 3.605 0.690 3.765
Pt 1.180 -0.233 0.128
H 0.384 -4.666 -0.335
C -1.096 0.978 1.147
C -2.254 1.400 -3.969
H -2.357 2.604 -0.804
C -1.395 0.325 -3.765
H -1.155 -3.016 2.710
C 5.231 -0.215 2.116
C 2.710 1.128 -3.780
H -2.653 1.597 -4.956
C -0.606 0.741 -0.130
O 0.938 -2.157 0.226
C -0.308 -2.498 2.255
H -2.228 -3.286 0.378
N 2.120 1.282 -1.466
H 0.594 -2.739 2.823
H -0.475 -5.012 1.176
H -3.844 0.350 4.757
H -0.193 -0.756 -2.348
C -3.730 0.276 3.683
C -1.411 -2.663 0.007
H -3.320 -0.021 -0.151
C -3.434 0.070 0.920
C -2.544 0.666 3.086
O 6.243 -0.567 1.577
O 1.730 0.669 2.181
*
```

* ΔE to the lowest compared entry with this formula, charge and spin: 0.000 eV
* HOMO-LUMO gap (spin up / spin down): 6.5 / 6.6 eV

Here are the Löwdin charges for atoms 1 to 6, given in e: -0.052, -0.715, 0.173, 0.118, 0.119, 0.055



No. 4
Below is a cluster of 7 separate species, C34H81BFN3O9PS7 in total, with properties calculated with wB97M-V/def2-TZVPD.

```
! wB97M-V def2-TZVPD RIJCOSX def2/J DEFGRID3
* xyz -1 1
C -4.175 2.913 1.304
C -2.200 1.029 -2.714
H 1.693 2.466 5.966
F 4.269 0.728 -0.297
C -2.959 2.254 -3.204
H 0.231 0.604 -0.679
O 0.429 -1.394 1.453
H -5.063 0.315 -3.666
S 2.330 2.513 3.681
C -3.290 2.069 1.922
H 13.589 -0.823 2.198
H -8.993 2.690 -7.328
H 8.739 -2.139 1.602
N -5.435 2.397 1.416
H -2.088 1.111 -1.628
C -9.165 5.410 -6.477
H -2.689 -6.278 0.933
C -0.284 -0.589 -3.147
H -4.198 3.326 -1.784
H -2.702 -1.735 0.868
H 1.477 5.101 -2.616
H 1.402 -1.637 -2.360
C -4.050 0.989 2.438
C 8.996 -1.092 4.689
C -2.336 -1.661 -0.164
C 2.038 1.127 2.590
H -2.323 3.131 -3.064
H 9.721 -3.409 7.411
H -4.014 -5.222 5.148
H -8.901 0.255 -1.915
H -6.223 0.617 2.328
H -6.293 3.587 -0.020
C 0.784 -0.352 -0.809
C -0.830 0.838 -3.353
O 6.550 -4.951 1.347
H 4.917 -2.497 1.200
H -5.647 1.662 -1.061
C -5.590 0.306 -2.708
C 13.390 -1.879 2.018
H 8.255 -3.222 6.414
C 8.507 -3.157 1.295
H -7.534 1.082 0.830
H -0.426 -4.330 -0.330
B 0.038 -1.397 0.122
H -2.281 -0.606 -0.430
S 10.181 -2.222 5.418
H -3.080 -2.122 -0.820
C -6.621 3.052 0.870
H 8.872 -1.839 7.379
H -2.021 -4.008 0.348
N -1.027 -2.302 -0.347
H 0.973 0.901 2.578
O -9.222 4.218 -4.122
C 2.418 2.320 -1.052
H 1.744 2.810 -3.019
C 1.646 1.739 5.158
H 2.610 0.265 2.933
H -7.678 3.063 -6.164
H 13.798 -1.646 -0.799
C -7.059 0.658 -2.947
C -1.001 -3.626 0.274
O 1.909 0.322 -2.713
C -4.898 1.295 -1.756
C -3.203 -6.559 1.850
O 1.374 3.593 3.308
C 2.361 3.267 -2.239
H -4.265 -6.703 1.655
H 9.467 -0.636 3.819
H -8.086 5.502 -6.354
C -4.307 2.499 -2.489
H 8.114 -1.652 4.377
P 3.092 0.615 -1.499
H -9.659 6.307 -6.109
H -7.451 -0.022 -0.951
C 12.894 -1.115 -0.499
H -2.755 -7.464 2.260
H -7.481 2.758 -1.552
H 0.609 1.463 4.965
H 3.561 -1.809 -3.024
H -4.986 -6.132 3.961
O 11.291 -1.406 5.985
H 3.369 3.385 -2.643
H 8.523 -3.235 0.207
S -2.993 -5.208 3.017
H -4.161 0.797 -1.127
H -0.308 -1.285 2.064
S -9.758 4.027 -5.494
H 6.300 -1.384 1.309
H -8.909 1.838 -5.765
H -8.647 2.396 1.052
H -0.034 -1.025 -4.115
C 5.976 -2.375 0.987
H -3.122 2.165 -4.282
H 8.733 -0.324 5.417
H -3.966 3.832 0.783
C -5.361 1.222 2.111
H 2.239 0.860 5.413
H 1.418 2.281 -0.607
H 3.083 2.746 -0.296
H -1.043 -1.219 -2.681
H -9.134 2.382 -1.174
C -7.916 0.655 -1.671
H -6.977 3.797 1.584
C -7.762 2.089 0.492
H -0.909 1.068 -4.418
C -8.111 2.048 -1.014
H -0.585 -3.623 1.286
H 6.140 -2.498 -0.082
S 4.189 -1.366 -1.927
C -3.979 -5.939 4.331
C -8.725 2.781 -6.276
H -9.425 5.249 -7.523
N 1.867 4.592 -1.833
H -2.811 0.136 -2.879
H -5.055 2.830 -3.217
H 13.131 -0.114 -0.140
H -7.149 1.618 -3.464
H 14.281 -2.388 1.650
H -3.672 0.140 2.983
C 9.143 -2.720 6.797
H 3.971 1.195 -2.442
S 6.886 -3.611 1.907
H -2.223 2.192 2.008
H -0.129 1.549 -2.915
C 0.968 -0.631 -2.288
H -3.506 -6.861 4.671
H -5.522 -0.702 -2.294
O 10.961 -1.171 1.294
S 12.071 -2.032 0.808
H 1.143 4.494 -1.132
H -7.467 -0.083 -3.642
H 9.234 -3.841 1.730
H 13.046 -2.351 2.937
H 2.366 1.388 1.586
O 2.110 -0.185 -0.337
H 12.205 -1.055 -1.339
O -3.777 -4.061 2.491
*
```

* HOMO-LUMO gap: 6.0 eV

Here are the Löwdin charges for atoms 1 to 6, given in e: -0.116, -0.233, 0.040, -0.360, -0.193, 0.141



No. 5
Below is a cluster of 2 separate species, C4H7NO in total, with properties calculated with wB97M-V/def2-TZVPD.

```
! wB97M-V def2-TZVPD RIJCOSX def2/J DEFGRID3
* xyz 0 1
C 0.602 -0.891 -0.904
C 1.369 0.040 -0.344
H 1.827 0.840 -0.926
O 1.654 -0.005 0.993
H 0.285 -1.754 -0.333
H -1.439 -0.843 1.574
H 2.040 0.828 1.283
H -2.404 -1.079 -0.019
C -1.809 -0.453 0.633
H 0.259 -0.794 -1.928
H 0.000 1.520 -0.397
N -0.900 1.823 0.021
C -1.444 0.761 0.315
*
```

* ΔE to the lowest compared entry with this formula, charge and spin: 3.375 eV
* SMILES: C=C=N.C=CO
* HOMO-LUMO gap: 9.7 eV

Here are the Löwdin charges for atoms 1 to 6, given in e: -0.012, -0.339, 0.121, -0.003, 0.068, 0.071



No. 6
Below is a cluster of 2 separate species, C5H10O2 in total, with properties calculated with wB97M-V/def2-TZVPD.

```
! wB97M-V def2-TZVPD RIJCOSX def2/J DEFGRID3
* xyz 0 1
H -1.123 -0.787 -0.620
H -2.387 0.432 -0.847
C 0.156 1.038 1.149
H 1.597 0.681 -0.425
C 1.387 0.338 0.595
O 1.050 -1.850 -0.380
H 0.743 -0.651 -1.906
O 0.576 0.179 -2.385
C -1.804 -0.116 -0.096
H -2.524 -0.713 0.478
H -1.822 1.528 1.341
H -0.362 0.154 -2.601
H 0.369 1.817 1.880
H 1.186 -1.632 1.607
C -1.126 0.865 0.825
C 1.214 -1.159 0.605
H 2.235 0.577 1.251
*
```

* ΔE to the lowest compared entry with this formula, charge and spin: 1.863 eV
* SMILES: C/C=C\CC=O.O
* HOMO-LUMO gap: 10.5 eV

Here are the Löwdin charges for atoms 1 to 6, given in e: 0.043, 0.080, -0.112, 0.103, -0.153, 0.024



The evaluated largest force on an atom for the records listed, in turn: 6.45, 4.25, 0.73, 0.72, 0.75, 0.49 eV Å⁻¹.